Computed, not measured: a molecular structure, C27H41AsCrGeNO6PSSi, with the ωB97M-V functional and the def2-TZVPD basis.

Geometry as XYZ:
```
81
C27H41AsCrGeNO6PSSi, DFT the ωB97M-V functional and the def2-TZVPD basis
Cr 0.136 -0.128 0.299
O -0.017 0.146 4.954
As 0.408 1.014 3.458
O -0.103 2.570 3.543
O -0.309 0.013 2.288
C 2.355 0.956 3.694
C 2.804 1.326 4.957
C 4.169 1.386 5.213
C 5.092 1.076 4.222
C 4.662 0.703 2.957
C 3.302 0.639 2.705
S 2.709 0.254 1.094
O 1.643 1.283 0.907
O 3.798 0.303 0.162
O 2.011 -1.040 1.212
H -0.415 -0.688 4.662
H 2.086 1.565 5.728
H 4.516 1.685 6.196
H 6.154 1.133 4.435
H 5.358 0.469 2.160
C -4.072 -0.980 -0.367
Si -2.751 -1.675 0.765
C -3.012 -0.866 2.425
C -3.287 -3.449 1.108
N -1.148 -1.623 0.070
C -0.669 -2.846 -0.475
C 0.657 -3.288 -0.332
C 1.080 -4.498 -0.866
C 0.207 -5.322 -1.569
C -1.099 -4.890 -1.750
C -1.521 -3.675 -1.228
H -4.991 -0.781 0.200
H -4.312 -1.683 -1.174
H -3.753 -0.051 -0.837
H -4.097 -0.792 2.583
H -2.566 0.114 2.548
H -2.592 -1.506 3.208
H -3.876 -3.449 2.033
H -2.434 -4.125 1.246
H -3.910 -3.866 0.307
H 1.360 -2.687 0.226
H 2.114 -4.797 -0.728
H 0.540 -6.272 -1.970
H -1.801 -5.498 -2.310
H -2.538 -3.344 -1.422
C 1.080 -2.431 -3.781
Ge 0.233 -0.758 -3.246
C -1.693 -1.099 -3.355
C 0.618 0.548 -4.662
C 0.997 -0.128 -1.566
H 0.754 -2.710 -4.789
H 0.793 -3.225 -3.083
H 2.171 -2.341 -3.771
H -1.875 -1.852 -4.131
H -2.266 -0.204 -3.602
H -2.044 -1.486 -2.398
H 0.473 0.085 -5.643
H 1.653 0.902 -4.591
H -0.046 1.418 -4.594
H 1.396 0.877 -1.749
H 1.880 -0.758 -1.420
C -2.272 2.537 0.884
P -1.087 1.869 -0.325
C -1.967 2.178 -1.898
C 0.104 3.263 -0.428
C 0.434 3.990 0.715
C 1.362 5.021 0.641
C 1.977 5.332 -0.566
C 1.663 4.602 -1.705
C 0.734 3.570 -1.633
H -1.846 2.477 1.887
H -3.186 1.941 0.849
H -2.495 3.576 0.641
H -2.136 3.251 -1.980
H -2.920 1.658 -1.919
H -1.377 1.839 -2.745
H 0.009 3.726 1.680
H 1.621 5.566 1.542
H 2.703 6.135 -0.619
H 2.147 4.825 -2.650
H 0.520 2.995 -2.529
```

Computed properties:
Orbital gap (spin up / spin down): 7.639 / 7.520 eV
2S+1: 2
Strongest force on any atom: 0.94 eV/Å
E_LUMO (spin up / spin down): 2.70 / 2.70 eV
Charge: -1
ΔE to the lowest compared entry with this formula, charge and spin: 11.44 kJ/mol

Computed, not measured: a molecular structure, C19H16F6N4O4RuS6Sb in a non-equilibrium geometry, with the ωB97M-V functional and the def2-TZVPD basis.

Geometry as XYZ:
```
57
C19H16F6N4O4RuS6Sb, DFT the ωB97M-V functional and the def2-TZVPD basis
Ru -0.245 0.015 0.475
S 2.901 -2.356 -0.883
Sb 0.673 -2.067 -0.728
S -2.191 -1.292 1.817
S -1.515 -3.137 2.156
S 0.344 -3.525 1.529
F -2.307 3.802 -3.000
C -1.802 3.088 -1.989
F -0.507 3.380 -1.885
F -2.412 3.487 -0.866
S -2.093 1.268 -2.341
O -1.812 0.575 -1.101
O -3.445 1.250 -2.786
N -1.079 0.992 -3.507
S 0.380 0.503 -3.156
O 0.600 -0.857 -3.544
O 0.827 0.920 -1.854
C 1.388 1.513 -4.371
F 0.739 2.635 -4.700
F 1.632 0.831 -5.486
F 2.551 1.852 -3.819
C -2.816 4.410 2.755
N -1.760 3.637 2.144
C -0.516 4.098 1.794
C 0.152 3.037 1.259
N -0.672 1.944 1.279
C -1.807 2.331 1.813
H -2.485 4.811 3.713
H -3.677 3.768 2.920
H -3.108 5.234 2.105
H -0.220 5.122 1.940
H 1.153 2.978 0.867
H -2.662 1.695 1.977
N 0.883 -0.234 1.945
C 1.859 0.164 2.639
C 1.814 -0.090 4.115
C 0.649 0.248 4.800
C 0.572 0.116 6.178
C 1.660 -0.376 6.887
C 2.804 -0.767 6.207
C 2.882 -0.630 4.828
C 3.011 0.942 2.077
C 3.965 1.570 2.882
C 5.017 2.274 2.314
C 5.127 2.390 0.937
C 4.157 1.815 0.128
C 3.118 1.098 0.693
H -0.190 0.620 4.225
H -0.334 0.398 6.699
H 1.611 -0.463 7.965
H 3.644 -1.180 6.752
H 3.772 -0.949 4.301
H 3.880 1.519 3.958
H 5.754 2.739 2.958
H 5.951 2.939 0.497
H 4.202 1.922 -0.949
H 2.366 0.659 0.055
```

Computed properties:
Orbital gap (spin up / spin down): 6.132 / 5.986 eV
2S+1: 5
Strongest force on any atom: 1.09 eV/Å
E_LUMO (spin up / spin down): 2.09 / 1.19 eV
Charge: -1
ΔE to the lowest compared entry with this formula, charge and spin: 45.71 kJ/mol

Computed, not measured: a molecular structure, N2 in a non-equilibrium geometry, with the ωB97M-V functional and the def2-TZVPD basis.

Geometry as XYZ:
```
2
N2, DFT the ωB97M-V functional and the def2-TZVPD basis
N 0.446 -0.601 0.503
N -0.446 0.601 -0.503
```

Computed properties:
Orbital gap (spin up / spin down): 7.553 / 8.079 eV
2S+1: 2
Strongest force on any atom: 10.56 eV/Å
E_LUMO (spin up / spin down): 5.69 / 6.12 eV
Charge: -1
ΔE to the lowest compared entry with this formula, charge and spin: 593.22 kJ/mol

Computed, not measured: 3 unconnected molecules or ions with the total composition C9H8ClN2O2 in a non-equilibrium geometry, with the ωB97M-V functional and the def2-TZVPD basis.

Geometry as XYZ:
```
22
C9H8ClN2O2, DFT the ωB97M-V functional and the def2-TZVPD basis
C 1.073 -1.933 0.645
C -0.325 -1.705 0.948
C 1.776 -1.063 -0.119
C -0.978 -0.642 0.375
C 1.178 0.117 -0.601
C -0.203 0.297 -0.386
C 3.524 1.008 1.776
C 1.533 1.274 -1.260
C -1.920 2.010 -0.971
N -0.525 1.505 -0.967
N 0.505 2.098 -1.489
O 4.422 1.370 1.164
O 2.643 0.649 2.426
Cl -4.153 0.095 0.930
H 1.634 -2.756 1.054
H -0.879 -2.356 1.714
H 2.689 -1.437 -0.515
H -2.018 -0.510 0.631
H 2.454 1.752 -1.621
H -1.805 3.118 -0.832
H -2.527 1.809 -1.998
H -2.490 1.396 -0.218
```

Computed properties:
Orbital gap (spin up / spin down): 4.358 / 4.957 eV
2S+1: 3
Strongest force on any atom: 7.05 eV/Å
E_LUMO (spin up / spin down): 2.64 / 0.47 eV
Charge: -1